(1)
Entry from OMol25: a cluster of 2 separate species, C8H13N2O4P in total (the ωB97M-V functional and the def2-TZVPD basis).

Geometry as XYZ:
```
28
Properties=species:S:1:pos:R:3:forces:R:3
C 1.043559 -2.220959 1.131155 -0.94 -0.08 2.20
C 1.165321 -2.902010 2.386329 -0.50 1.19 -2.20
C 0.111511 -1.299141 1.404363 -2.43 2.96 -0.45
C -0.991039 1.167606 1.439233 -1.59 -0.25 -0.01
C 0.009282 2.221673 1.602079 -2.03 1.59 -2.55
C -1.004561 -1.601383 -2.203206 1.05 3.83 -2.03
C 0.610647 2.180479 -2.879397 -0.27 -0.78 -4.32
C -1.064522 0.392187 0.191956 4.54 -1.84 1.22
N 0.350472 -2.394834 3.262560 -0.32 0.42 2.48
N -0.281968 -1.347949 2.705334 0.85 -0.74 -2.54
O -1.744492 0.855151 2.352844 -0.12 0.41 0.00
O 1.604688 0.786996 -0.513667 2.35 0.62 0.74
O 0.262098 -0.834861 -1.888815 -0.67 -1.34 0.73
O -0.345791 1.608895 -2.042109 0.71 -2.17 2.31
P 0.296252 0.493125 -1.000410 -3.70 -0.43 -2.09
H 1.528364 -2.345350 0.257493 1.53 -0.56 -2.62
H 1.832494 -3.706159 2.522096 0.32 -0.82 0.75
H 0.057810 2.410745 2.584957 0.48 1.03 3.50
H 0.869891 1.920391 1.178743 3.43 -1.47 -0.83
H -0.090580 3.160226 0.996385 -0.91 -0.65 0.55
H -1.160954 -2.478869 -1.628537 0.46 -0.81 0.48
H -0.861292 -1.724907 -3.345014 -0.83 -0.23 2.08
H -1.784796 -0.831802 -1.950526 0.16 -1.26 -0.88
H 0.245334 1.965143 -4.020493 1.33 0.25 2.56
H 1.705959 2.033126 -2.740007 -1.01 -0.68 0.21
H 0.423236 3.174795 -2.744546 0.02 3.00 -0.04
H -1.928227 -0.060332 -0.167090 -1.64 -0.69 0.08
H -0.858698 -0.621981 3.108290 -0.25 -0.50 0.67
```
Forces are in eV/Å.

## Properties
M: 232.18 g/mol
Kohn-Sham gap (spin up / spin down): 8.523 / 8.523 eV
Energy above the lowest of the compared OMol25 structures with the same formula, charge and spin: 4.346 eV


(2)
Entry from OMol25: a cluster of 4 separate species, C20H31F5O9 in total (the ωB97M-V functional and the def2-TZVPD basis).

Geometry as XYZ:
```
65
Properties=species:S:1:pos:R:3:forces:R:3
C 2.897173 -0.603236 -1.743885 -5.33 5.80 -0.16
C 2.038448 0.395747 -1.574331 4.13 -5.24 -2.59
O 1.026800 1.428061 -1.786493 -0.06 -3.13 2.50
C -0.130356 1.043699 -1.023616 -1.21 -4.00 3.58
O -0.174884 -0.034985 -0.311840 0.37 5.86 -4.24
O -1.284929 1.901000 -1.030123 2.78 -1.62 -1.72
C -2.041197 1.516827 -2.224763 -1.56 -1.30 -1.77
C -3.663460 1.661678 -2.015331 1.06 0.74 0.04
C -4.343793 0.395724 -2.753589 -0.16 0.38 -0.04
C -5.934250 0.258810 -2.535122 0.27 0.08 -2.26
F -6.373786 -0.880598 -3.350241 0.92 2.75 2.17
F -6.650145 1.418495 -3.079997 1.70 -3.01 1.85
C -6.359137 -0.051693 -1.005014 -1.16 -1.30 1.25
F -5.311756 -0.815865 -0.328625 -3.10 2.48 -1.88
F -6.656775 1.128209 -0.227837 0.92 -3.73 -2.33
F -7.519804 -0.933066 -1.069320 3.20 2.85 0.79
H 3.560654 -1.467650 -2.149379 -1.47 2.19 1.45
H -1.855732 0.382886 -2.452548 -0.15 1.97 0.58
H -1.713080 2.082352 -3.183104 -0.41 -0.61 1.84
H -3.845518 1.719906 -0.879475 0.13 -0.37 -1.75
H -3.967048 2.687565 -2.489843 0.29 -2.15 0.82
H -3.856668 -0.599285 -2.385544 -1.02 1.83 -0.67
H -4.152007 0.523909 -3.896909 -0.59 -0.39 2.04
C -4.265042 7.901599 -2.456926 -0.18 0.03 -0.16
C -3.166738 6.867070 -2.315881 -0.16 0.25 0.01
O -3.599743 5.586608 -2.807258 0.18 -0.50 0.18
C -3.525779 5.201736 -4.096304 -0.35 -0.55 -0.40
C -3.258873 6.236995 -5.150530 0.68 0.14 -0.27
O -3.750073 4.046961 -4.401589 0.23 0.91 0.64
H -4.533647 8.063419 -3.503632 0.10 0.05 0.07
H -3.951097 8.857131 -2.029163 -0.01 -0.10 -0.02
H -5.172363 7.568042 -1.945394 0.17 0.02 0.03
H -2.233960 7.175916 -2.792845 -0.09 -0.06 -0.09
H -2.940638 6.727396 -1.255246 -0.06 -0.26 -0.20
H -4.208704 6.611625 -5.536391 0.07 -0.03 0.05
H -2.700360 5.765784 -5.963949 -0.32 -0.04 0.08
H -2.647712 7.069047 -4.805485 -0.21 0.09 0.06
C 2.143906 -2.870182 3.943975 0.06 0.02 -0.12
C 2.855387 -1.549656 4.161269 -0.28 -0.22 -0.06
O 3.647382 -1.197102 3.014281 0.54 0.19 0.19
C 3.174393 -0.539427 1.935908 0.22 0.18 -0.82
C 1.687989 -0.412226 1.756717 -0.11 0.55 0.45
O 3.941471 -0.127837 1.088717 -0.31 -0.48 1.16
H 1.443023 -2.816866 3.107435 -0.01 0.03 0.12
H 1.590200 -3.161423 4.840653 0.04 0.03 -0.04
H 2.863296 -3.657446 3.703515 -0.29 0.35 0.14
H 2.170748 -0.741633 4.429359 0.02 0.01 -0.13
H 3.554507 -1.652773 4.996112 0.12 0.13 -0.26
H 1.325241 -1.241337 1.147756 0.05 0.15 0.05
H 1.480924 0.528696 1.242927 0.19 -0.37 -0.03
H 1.134816 -0.373743 2.693790 -0.01 -0.23 0.00
C 7.337004 -7.114300 3.021422 -0.09 -0.20 0.08
C 6.826962 -5.697316 2.852013 0.11 -0.22 0.04
O 5.423962 -5.689699 2.537549 -0.21 0.36 -0.27
C 4.438574 -5.724712 3.455646 -0.77 -0.26 -0.20
C 4.777532 -6.087715 4.872830 0.15 0.52 0.53
O 3.285184 -5.541080 3.120110 1.33 -0.41 -0.08
H 6.845704 -7.622050 3.854967 0.10 0.09 0.01
H 8.414895 -7.116439 3.202609 -0.09 0.02 -0.03
H 7.129612 -7.705009 2.124629 0.07 0.15 0.04
H 7.038725 -5.067422 3.718839 -0.10 -0.08 0.01
H 7.333826 -5.233744 2.001298 -0.33 0.02 0.03
H 4.654943 -7.163809 5.008435 0.01 0.08 -0.02
H 4.089088 -5.559992 5.538805 -0.07 -0.25 -0.20
H 5.779949 -5.790243 5.175662 0.06 -0.21 -0.08
```
Forces are in eV/Å.

## Properties
M: 510.45 g/mol
Kohn-Sham gap: 9.821 eV


(3)
Entry from OMol25: an isolated molecule of C17H12N2OS2 (the ωB97M-V functional and the def2-TZVPD basis).

Geometry as XYZ:
```
34
Properties=species:S:1:pos:R:3:forces:R:3
O 0.712195 -0.913755 1.228634 2.03 -1.53 1.74
C 0.061682 0.049506 1.014015 0.24 0.09 -1.14
C 0.431992 1.429040 0.835033 6.40 2.70 1.44
C 1.735071 1.911739 1.164693 -1.43 -0.15 0.01
C 2.289220 3.337296 0.936263 -2.03 -2.69 0.40
C 3.633063 3.396940 0.715776 -0.15 4.88 0.38
C 4.231705 4.691310 0.581158 -2.27 -0.30 -0.44
C 3.419321 5.807596 0.491550 -0.74 0.44 0.95
C 2.040491 5.699583 0.870570 2.56 2.85 -1.36
C 1.501526 4.500659 1.064133 -2.29 -1.15 -0.09
S -0.579752 2.313501 -0.223427 -0.72 0.05 -0.10
C -1.640281 0.952394 -0.303516 -2.38 0.96 0.45
S -3.140952 1.120860 -1.011466 1.55 -0.64 0.34
N -1.187539 -0.093653 0.527404 -3.31 -0.78 -1.72
N -1.678671 -1.296528 0.052761 -0.18 -5.55 1.43
C -1.622452 -2.565759 0.607810 0.25 3.07 -1.70
C -2.036296 -3.722630 -0.362320 -1.09 0.58 0.26
C -2.563112 -3.418015 -1.662759 1.04 0.18 -0.04
C -2.812204 -4.439232 -2.569278 -0.64 0.14 -0.66
C -2.721538 -5.754628 -2.099636 0.25 -1.13 -2.01
C -2.216245 -6.155248 -0.899379 -0.83 3.66 1.45
C -1.991515 -5.087501 0.022323 1.48 0.24 -0.03
H 2.543242 1.281542 1.671263 -1.76 0.40 -0.72
H 4.308342 2.656007 0.812205 1.58 -2.99 0.12
H 5.265594 4.846469 0.568027 1.48 -0.21 -0.40
H 3.803316 6.815972 0.252452 0.01 -0.76 0.33
H 1.492796 6.654965 0.942460 0.01 -0.82 -0.06
H 0.391146 4.577505 1.204259 1.14 -1.07 0.25
H -1.249475 -2.895748 1.648368 -0.44 0.93 -1.69
H -2.638249 -2.382493 -2.004604 0.07 -0.28 0.39
H -3.095628 -4.261477 -3.685145 0.38 -0.15 2.38
H -2.950062 -6.564546 -2.783009 -0.12 0.10 -0.29
H -2.165139 -7.160673 -0.612288 0.20 -1.19 0.34
H -1.571587 -5.330998 1.005670 -0.29 0.14 -0.22
```
Forces are in eV/Å.

## Properties
M: 324.43 g/mol
Kohn-Sham gap: 7.418 eV
Energy above the lowest of the compared OMol25 structures with the same formula, charge and spin: 4.342 eV


(4)
Entry from OMol25: a cluster of 2 separate species, C6H12O in total (the ωB97M-V functional and the def2-TZVPD basis).

Geometry as XYZ:
```
19
Properties=species:S:1:pos:R:3:forces:R:3
C -2.340928 -0.834399 0.982231 -0.31 -0.06 0.17
C -1.122552 -0.815692 0.145200 -0.21 0.13 -0.32
C -1.467352 0.496283 -0.616150 -0.04 -0.24 -0.15
C -2.401384 -0.653008 -0.508489 -0.68 -0.19 -0.26
H -2.509160 0.006031 1.660394 -0.22 -0.08 -0.23
H -2.660479 -1.799933 1.365924 0.10 0.09 -0.02
H -0.353218 -1.586905 0.107051 -0.27 0.66 -0.36
H -0.996645 0.703070 -1.580733 -0.07 -0.37 0.20
H -1.784111 1.427977 -0.112904 0.43 -0.49 0.21
H -2.840946 -1.236596 -1.292969 -0.31 -0.06 0.01
C 2.869120 0.971329 -0.143222 0.21 0.05 -0.08
C 1.799995 -0.095629 -0.078071 0.30 0.01 -0.06
O 0.902913 0.294726 0.936961 0.32 0.41 0.27
H 3.253259 1.110367 0.872507 0.09 0.03 -0.24
H 2.408285 1.915544 -0.459948 0.20 -0.15 0.01
H 3.686925 0.713733 -0.820134 -0.01 0.07 0.01
H 2.213150 -1.078031 0.193856 0.02 0.21 0.00
H 1.306618 -0.226343 -1.060714 0.02 0.09 0.35
H 0.140379 0.700239 0.497371 0.42 -0.13 0.50
```
Forces are in eV/Å.

## Properties
M: 100.16 g/mol
Kohn-Sham gap: 10.311 eV
Energy above the lowest of the compared OMol25 structures with the same formula, charge and spin: 3.541 eV


(5)
Entry from OMol25: a cluster of 2 separate species, C6H12F3OP in total (the ωB97M-V functional and the def2-TZVPD basis).

Geometry as XYZ:
```
23
Properties=species:S:1:pos:R:3:forces:R:3
C 2.671154 -2.071428 0.763794 1.81 0.72 0.35
C 1.849497 -0.960450 0.152449 1.23 0.14 -0.83
O 0.682054 -0.883510 -0.079714 0.74 -1.21 0.41
C 2.745133 0.291263 -0.331667 -0.99 -1.20 -0.59
F 3.581501 -0.000535 -1.393532 -0.37 0.10 1.74
F 1.882506 1.188381 -0.840504 1.01 0.32 1.02
F 3.448729 0.706109 0.758265 -0.39 0.42 -1.54
H 2.167094 -2.954990 1.122226 -0.56 -0.34 -0.80
H 3.568724 -2.272758 0.041485 -1.64 0.16 1.47
H 3.078914 -1.698612 1.748548 0.05 0.09 -1.16
C -1.202056 0.657576 1.483982 0.20 3.34 -2.47
P -1.409003 0.524194 -0.205932 -1.50 1.65 -0.04
C -2.279260 2.094315 -0.741871 2.20 1.74 3.00
C -2.636131 -0.767936 -0.499184 -0.25 2.20 0.26
H -0.886239 -0.202230 1.924378 1.07 -2.34 1.53
H -0.548832 1.561641 1.573933 -0.41 -0.67 0.71
H -0.619044 0.386260 -1.407612 0.00 -0.02 0.61
H -3.272701 1.830169 -0.594789 -2.08 0.00 -0.01
H -2.037449 2.338326 -1.731550 0.10 0.17 -1.58
H -2.078560 3.110476 -0.092138 -0.25 -2.87 -1.31
H -2.241478 -1.691617 -0.714280 1.00 -2.12 -0.60
H -3.213153 -0.378395 -1.310375 -0.58 -0.19 -0.75
H -3.251405 -0.806256 0.374086 -0.41 -0.07 0.58
```
Forces are in eV/Å.

## Properties
M: 188.13 g/mol
Kohn-Sham gap: 7.759 eV
Energy above the lowest of the compared OMol25 structures with the same formula, charge and spin: 2.426 eV


(6)
Entry from OMol25: a cluster of 2 separate species, H4O2 in total (the ωB97M-V functional and the def2-TZVPD basis).

Geometry as XYZ:
```
6
Properties=species:S:1:pos:R:3:forces:R:3
O -1.326028 -0.277051 -0.068190 1.82 0.76 0.24
H -2.212664 -0.536987 -0.159135 -1.88 -0.51 -0.19
H -1.348396 0.668612 0.122473 -0.08 -0.21 -0.04
O 1.729187 -0.326998 -0.111068 -0.20 1.64 -1.07
H 1.500720 0.521820 -0.583099 0.36 -1.52 0.48
H 1.657183 -0.049396 0.799020 -0.02 -0.16 0.58
```
Forces are in eV/Å.

## Properties
M: 36.03 g/mol
Kohn-Sham gap: 11.904 eV
Energy above the lowest of the compared OMol25 structures with the same formula, charge and spin: 0.361 eV


> Which of these has the highest M?

C20H31F5O9